# 1
This record from OMol25 describes a molecular structure, C18H24Br2N3ORhS2 at a distorted geometry. The level of theory is ωB97M-V/def2-TZVPD.

Properties
- Gap between HOMO and LUMO (alpha / beta): 6.977 / 6.978 eV
- ΔE to the lowest compared entry with this formula, charge and spin: 217.5 kJ/mol
- Maximum force: 3.31 eV/Å
- HOMO level (alpha / beta): -7.579 / -7.579 eV

XYZ file:
```
51
Properties=species:S:1:pos:R:3:forces:R:3
Rh -0.6966 -1.5025 1.1062 -0.7 -1.2 -1.2
Br 0.3003 -1.2182 3.2925 0.3 -0.4 1.6
C -1.5683 -3.6259 1.2636 0.5 1.9 -0.7
Br -2.4320 -4.1743 -0.3800 0.0 0.1 0.1
H -2.3016 -3.7660 2.0511 0.1 0.3 0.0
H -0.7151 -4.2815 1.4098 0.1 0.3 0.0
S 3.5685 -3.1471 -0.2801 -0.5 0.0 0.2
C 2.3094 -3.6240 -1.3486 0.2 0.0 0.1
C 1.1063 -3.2877 -0.8311 0.1 -0.2 -0.3
N 1.1639 -2.6748 0.3932 -0.8 0.6 0.3
C 2.3870 -2.5425 0.8039 0.5 -0.1 0.0
H 2.5230 -4.1215 -2.2774 0.0 0.0 -0.1
H 0.1516 -3.4678 -1.2971 0.0 0.1 0.0
H 2.6690 -2.0949 1.7421 -0.1 0.1 0.0
C -0.7778 -0.8537 -0.7550 -0.9 -1.1 -0.7
C -0.8487 -0.4512 -1.8991 0.1 -0.3 0.6
C -0.9801 0.0835 -3.2107 0.1 0.3 -0.2
C -0.6175 1.4142 -3.4528 -0.1 -0.1 -0.1
C -0.7849 1.9628 -4.7116 0.0 0.0 -0.1
C -1.3105 1.1966 -5.7426 0.0 0.0 -0.1
C -1.6609 -0.1260 -5.5132 0.0 0.0 0.0
C -1.4986 -0.6851 -4.2574 0.1 0.1 0.1
H -0.2133 2.0059 -2.6422 0.0 0.0 0.0
H -0.5104 2.9939 -4.8929 0.0 0.0 0.0
H -1.4494 1.6314 -6.7234 0.0 0.0 0.0
H -2.0687 -0.7212 -6.3195 0.0 0.0 0.0
H -1.7785 -1.7125 -4.0703 0.0 0.0 0.0
C -3.0366 -1.1306 3.5500 0.1 -0.6 0.7
O -2.7306 -0.0310 2.6968 -1.1 -0.4 -1.2
C -2.2978 -0.2365 1.4817 2.9 0.5 1.5
C -2.3539 1.0694 0.7570 -0.9 0.0 -0.2
H -2.5686 -0.9466 4.5141 0.0 0.0 -0.1
H -2.6693 -2.0697 3.1413 0.1 0.2 0.0
H -4.1189 -1.1771 3.6733 0.0 0.2 -0.1
H -3.0844 1.7250 1.2344 0.0 0.0 0.0
H -2.6252 0.9073 -0.2841 0.2 0.0 -0.1
H -1.3784 1.5627 0.7735 0.2 -0.3 0.0
C 2.7241 2.3414 3.9608 -0.1 0.0 -0.1
N 2.4148 1.4726 2.8466 0.1 0.2 0.3
C 2.1788 1.8804 1.5908 0.1 -0.3 -0.3
S 1.8402 0.7405 0.3984 -0.3 0.0 -0.2
N 2.2445 3.2010 1.3279 0.1 0.1 0.3
C 2.1184 3.7657 0.0007 0.0 0.0 -0.1
H 2.7990 1.7313 4.8562 0.0 0.0 0.0
H 1.9480 3.0957 4.1232 0.0 0.0 0.0
H 3.6833 2.8427 3.8064 0.0 0.0 0.1
H 2.1398 0.5215 3.0503 0.0 0.0 -0.2
H 2.5672 3.8169 2.0562 -0.1 0.0 0.0
H 1.5091 3.0923 -0.5960 0.0 0.1 0.0
H 3.0922 3.8735 -0.4835 0.0 0.0 0.0
H 1.6384 4.7415 0.0665 0.0 0.0 0.0
```
Forces are in eV/Å.


# 2
This record from OMol25 describes a molecular structure, C18H24BrN2O3SZr. The level of theory is ωB97M-V/def2-TZVPD.

Properties
- Gap between HOMO and LUMO: 5.693 eV
- ΔE to the lowest compared entry with this formula, charge and spin: 7.7 kJ/mol
- Maximum force: 0.98 eV/Å
- Total charge: +3
- HOMO level: -15.924 eV

XYZ file:
```
50
Properties=species:S:1:pos:R:3:forces:R:3
Zr -0.4347 -0.3863 0.0883 0.0 1.0 -0.2
C -0.5500 0.3467 3.2102 -0.1 -0.3 -0.2
O -0.7130 -0.7191 2.1844 -0.1 -0.1 0.0
C -1.3385 -1.9590 2.6555 0.1 0.2 0.0
C -2.2630 -2.4475 1.5644 0.1 -0.1 -0.3
O -1.5545 -2.2437 0.2854 -0.1 0.1 -0.1
C -2.3460 -2.4676 -0.9501 0.0 -0.2 0.4
C -1.3669 -2.3451 -2.0808 0.2 0.1 -0.1
O -0.7272 -1.0184 -1.9781 -0.4 -0.2 0.1
C -1.0515 -0.1233 -3.1232 0.2 -0.2 0.3
H -0.0940 -0.1147 4.0815 0.0 0.1 0.1
H -1.5380 0.7538 3.4069 0.0 0.0 0.1
H 0.1074 1.0970 2.7796 0.0 0.0 0.0
H -1.9074 -1.7404 3.5585 0.0 -0.1 0.0
H -0.5377 -2.6602 2.8842 0.0 -0.1 0.0
H -3.2003 -1.8932 1.5145 0.0 0.0 0.1
H -2.4600 -3.5132 1.6752 -0.1 0.0 0.0
H -3.1286 -1.7058 -0.9782 0.0 0.0 -0.1
H -2.7972 -3.4583 -0.8997 0.1 0.0 0.0
H -1.8676 -2.4238 -3.0441 0.0 0.0 0.0
H -0.5723 -3.0873 -2.0221 0.0 0.0 0.0
H -0.7252 -0.6349 -4.0236 0.0 0.1 -0.1
H -0.4887 0.7915 -2.9673 0.0 0.0 -0.1
H -2.1208 0.0703 -3.1034 0.0 0.0 -0.1
Br -4.5456 4.9304 -0.0242 -0.2 0.2 0.0
C -3.3668 3.5120 -0.0037 0.2 -0.2 0.0
C -3.8254 2.2376 0.3525 0.1 0.0 0.0
C -2.9341 1.1842 0.3629 -0.1 0.1 0.0
C -1.5792 1.3701 0.0182 0.4 -0.3 0.0
C -1.1410 2.6659 -0.3261 -0.1 0.1 0.0
C -2.0235 3.7261 -0.3371 0.0 -0.1 0.0
H -4.8643 2.0975 0.6180 0.0 0.0 0.0
H -3.3194 0.2086 0.6607 0.0 0.0 0.0
H -0.1041 2.8656 -0.5761 0.0 0.0 0.0
H -1.6856 4.7206 -0.5950 0.0 0.0 0.0
N 6.5582 0.1682 -1.4099 0.1 0.1 0.2
C 5.9117 0.4232 -0.2725 -0.3 -0.3 -0.5
S 6.4500 1.0903 1.1031 0.1 0.2 0.2
C 4.4388 0.1776 -0.2371 0.3 0.0 0.2
C 3.5608 0.9321 -1.0275 -0.1 0.1 0.1
C 2.2122 0.8237 -0.8080 0.1 -0.1 -0.1
N 1.6869 -0.0290 0.1111 0.1 -0.1 -0.1
C 2.5457 -0.7945 0.8451 0.1 -0.1 0.0
C 3.9006 -0.7236 0.6981 -0.1 0.1 0.0
H 7.5464 0.3772 -1.4619 0.0 0.0 0.0
H 6.1487 -0.3664 -2.1584 0.0 0.0 0.0
H 3.9304 1.6364 -1.7607 0.0 0.0 0.0
H 1.5179 1.4333 -1.3795 0.0 0.0 0.0
H 2.1007 -1.4674 1.5696 0.0 0.0 0.0
H 4.5556 -1.3175 1.3204 0.0 0.0 0.0
```
Forces are in eV/Å.


# 3
This record from OMol25 describes a single C18H24BrN3O5S molecule at a distorted geometry. The level of theory is ωB97M-V/def2-TZVPD.

Properties
- Gap between HOMO and LUMO: 8.955 eV
- Maximum force: 1.14 eV/Å
- HOMO level: -8.540 eV

XYZ file:
```
52
Properties=species:S:1:pos:R:3:forces:R:3
C 4.9908 4.6399 3.0270 -0.2 -0.4 0.0
C 4.8574 3.1597 3.3556 0.5 0.2 0.1
H 5.7370 2.6150 2.9978 -0.1 0.0 0.1
H 4.7331 3.0031 4.4293 0.0 0.0 -0.1
O 3.6887 2.5912 2.7671 -0.3 -0.1 -0.1
C 3.7983 2.2484 1.4613 -0.2 0.0 0.1
O 4.8191 2.3270 0.8192 0.4 0.1 -0.1
N 2.6227 1.8047 0.9629 -0.1 0.0 0.1
C 1.4386 1.6299 1.7770 -0.3 -0.1 0.2
H 1.4994 0.6934 2.3457 0.0 0.1 0.1
C 0.1966 1.6095 0.8952 -0.2 0.6 0.4
N 0.2678 0.5355 -0.0789 -0.7 0.2 -0.8
S -0.8126 0.7112 -1.3323 -0.2 0.2 0.3
O -1.0273 2.1085 -1.6006 0.0 0.0 0.3
O -0.4284 -0.1180 -2.4374 0.1 -0.1 0.1
C -2.3878 0.1240 -0.6915 0.5 0.1 -0.3
C -2.9045 -1.1257 -0.9818 -0.3 0.1 0.3
C -4.2616 -1.4060 -0.7623 0.4 0.2 -0.1
C -5.0830 -0.4874 -0.1563 0.2 0.2 0.0
C -4.5310 0.7421 0.1990 0.0 0.1 0.0
C -3.2187 1.0617 -0.0936 -0.2 0.1 0.1
H -2.8297 2.0499 0.0917 -0.1 0.1 0.0
Br -5.6308 2.0288 1.0489 0.0 0.0 0.0
H -6.1254 -0.6959 0.0288 -0.1 0.0 0.0
C -4.5646 -2.7769 -1.2936 0.0 -0.1 0.1
H -4.7141 -3.4779 -0.4687 0.0 0.0 0.0
H -5.4576 -2.7909 -1.9164 0.0 0.0 0.0
C -3.2929 -3.1121 -2.0977 -0.1 -0.3 -0.4
N -2.2729 -2.2033 -1.5795 0.0 0.0 -0.1
C -0.9574 -2.5240 -1.3310 -0.1 -0.5 0.0
O -0.3557 -2.0181 -0.4115 0.2 -0.3 0.0
C -0.3458 -3.5579 -2.2480 0.1 -0.1 0.2
H -0.9832 -3.7502 -3.1092 0.0 0.0 0.0
H 0.5905 -3.1243 -2.6040 -0.1 0.1 -0.1
C -0.0409 -4.8475 -1.4849 0.0 0.1 -0.1
H 0.5664 -4.6220 -0.6123 0.0 0.0 0.1
H -0.9565 -5.3312 -1.1496 -0.1 -0.1 0.1
H 0.5023 -5.5424 -2.1200 0.0 -0.1 0.0
H -3.4504 -2.9138 -3.1638 0.0 -0.1 0.1
H -2.9881 -4.1498 -1.9703 0.0 0.1 -0.1
C 1.6065 0.1045 -0.4276 0.5 -0.2 -0.3
C 2.5739 1.2801 -0.3897 0.1 -0.1 -0.3
H 3.5852 0.9807 -0.6740 -0.2 0.0 0.0
H 2.2319 2.0575 -1.0844 0.1 -0.1 0.0
H 1.5497 -0.3240 -1.4272 0.3 -0.1 0.1
H 1.9149 -0.6789 0.2705 0.0 0.0 -0.1
H 0.0864 2.5721 0.3791 0.1 0.0 0.2
H -0.6874 1.4456 1.5189 0.1 0.1 0.1
H 1.3732 2.4577 2.4863 -0.1 -0.2 -0.1
H 5.8549 5.0514 3.5408 0.1 0.1 0.1
H 4.0995 5.1784 3.3404 0.0 0.1 0.1
H 5.1237 4.7663 1.9556 0.0 0.1 -0.1
```
Forces are in eV/Å.


# 4
This record from OMol25 describes a single C18H24BrNO2S molecule at a distorted geometry. The level of theory is ωB97M-V/def2-TZVPD.

Properties
- Gap between HOMO and LUMO: 9.589 eV
- ΔE to the lowest compared entry with this formula, charge and spin: 0.0 kJ/mol
- Maximum force: 3.04 eV/Å
- HOMO level: -9.038 eV

XYZ file:
```
47
Properties=species:S:1:pos:R:3:forces:R:3
O 0.9777 1.6218 4.4351 -1.3 0.9 -1.7
O -1.2888 0.8583 3.7214 1.9 1.9 -1.0
Br 0.4068 -0.0920 -3.3920 0.4 0.4 0.9
C -2.3460 -1.7719 0.5228 0.6 2.5 0.4
C -2.3606 -0.4951 -0.0322 0.2 -2.6 1.0
C 2.4903 3.1827 -1.8377 0.7 0.5 0.7
C 1.8710 2.2524 -2.6270 -0.9 -0.5 -1.0
C 2.5357 3.0010 -0.4647 -0.5 -0.6 0.6
C 1.2325 1.1119 -2.1241 0.5 0.7 1.2
C 1.8717 1.9024 0.1079 1.1 0.4 -0.7
C 1.2615 0.9363 -0.7184 -0.3 -1.0 -0.7
N 0.4883 1.3236 1.8932 -1.4 0.9 1.8
C -3.2657 -0.2451 -1.2200 -0.3 0.7 0.3
C 1.8476 -2.2336 1.5214 0.1 0.4 -1.7
C 3.1598 -1.2385 -0.3138 -1.4 -0.4 1.0
C 2.6413 0.1805 1.7577 -0.1 0.4 -0.5
C -1.5374 0.6793 0.4898 0.5 -0.2 0.0
C 2.0763 -0.8930 0.7777 0.7 -0.4 -0.9
C -0.6437 3.4037 3.1841 0.0 0.2 1.3
C 1.8976 1.5478 1.5864 0.3 -1.2 -0.6
C -0.1913 0.2474 1.1334 -0.2 0.5 -0.6
C 0.8031 -0.2988 0.0662 0.0 0.6 0.9
S -0.1086 1.7189 3.4467 -0.1 -3.0 0.6
H -2.9579 -2.6008 0.1785 0.0 0.3 -0.3
H -1.7927 -2.0108 1.4663 -0.3 0.4 -1.0
H 3.0017 4.0599 -2.2536 -0.4 -0.5 -0.1
H 1.8140 2.4503 -3.6806 0.1 -0.1 -0.4
H 3.0909 3.7014 0.1509 -0.2 0.0 0.1
H -3.0241 -0.9302 -2.0309 -0.2 0.0 -0.1
H -4.3015 -0.3915 -0.8769 0.2 -0.1 -0.4
H -3.2093 0.8007 -1.5920 0.1 -0.7 0.2
H 1.5431 -3.0170 0.7987 0.1 0.3 0.4
H 2.7851 -2.5275 1.9780 0.1 -0.1 0.2
H 1.0946 -2.1416 2.2540 -0.9 0.0 1.1
H 2.8196 -2.0565 -0.9574 0.1 0.0 0.2
H 4.0633 -1.4982 0.2014 0.6 -0.5 0.2
H 3.3865 -0.4221 -0.9368 0.2 1.2 -0.8
H 2.5500 -0.1628 2.7898 0.0 0.2 0.0
H 3.6973 0.3629 1.5434 0.1 -0.1 0.1
H -2.1302 1.2499 1.2064 -0.1 -0.2 0.3
H -1.3401 1.4068 -0.3060 0.0 -0.3 -0.2
H -0.9559 3.4890 2.1679 -0.1 0.0 -0.7
H -1.4978 3.6261 3.8448 0.5 -0.3 -0.1
H 0.1888 4.0777 3.4184 -0.2 -0.2 -0.2
H 2.3958 2.2901 2.2322 -0.6 -0.1 -0.3
H -0.4238 -0.5019 1.8372 -0.2 -1.1 0.7
H 0.2545 -1.0827 -0.4766 0.4 0.4 -0.2
```
Forces are in eV/Å.